No. 1
The following is a quantum chemistry calculation of a molecular structure, C33H58BN10Re, from the Open Molecules 2025 dataset.

ORCA input file:
```
! RIJCOSX wB97M-V def2-TZVPD def2/J DEFGRID3
* xyz 3 2
Re 0.158 -0.331 -1.413
C -3.533 1.081 -1.712
C -3.472 -0.440 -1.505
C -2.863 -1.128 -2.722
C -2.705 -0.640 -0.236
C -3.217 -0.818 1.038
C -2.173 -0.559 1.939
C -2.312 -0.778 3.404
C -1.036 -0.705 4.225
C -3.412 0.117 3.992
N -1.084 -0.222 1.212
N -1.390 -0.359 -0.107
B 0.015 0.875 1.461
N 1.430 0.326 1.175
N 1.675 -0.185 -0.060
C 3.013 -0.319 -0.223
C 3.616 0.069 0.959
C 2.600 0.490 1.826
C 2.932 1.112 3.140
C 2.105 0.720 4.359
C 2.971 2.642 2.965
C 3.726 -0.712 -1.483
C 5.086 -0.001 -1.565
C 2.924 -0.352 -2.733
N -0.217 1.997 0.387
N -0.029 1.689 -0.942
C -0.107 2.821 -1.668
C -0.337 3.868 -0.789
C -0.431 3.325 0.499
C -0.801 4.208 1.651
C -2.097 4.964 1.289
C -0.964 3.613 3.041
C -0.045 2.958 -3.159
C 0.111 1.637 -3.912
C -1.292 3.711 -3.654
H -4.156 1.311 -2.574
H -2.528 1.472 -1.879
H -3.957 1.579 -0.842
H -4.485 -0.821 -1.364
H -1.760 -0.985 -2.746
H -3.266 -0.716 -3.645
H -3.097 -2.189 -2.710
H -4.220 -1.092 1.287
H -2.691 -1.808 3.488
H -0.790 0.323 4.469
H -0.200 -1.162 3.704
H -1.186 -1.226 5.167
H -3.142 1.167 3.906
H -3.533 -0.121 5.044
H -4.364 -0.036 3.495
H -0.055 1.291 2.537
H 4.666 0.068 1.173
H 3.960 0.799 3.351
H 1.126 1.184 4.363
H 2.630 1.063 5.248
H 1.993 -0.358 4.430
H 2.002 3.029 2.662
H 3.711 2.928 2.222
H 3.252 3.090 3.915
H 3.932 -1.788 -1.457
H 4.987 1.062 -1.362
H 5.500 -0.121 -2.563
H 5.796 -0.423 -0.860
H 2.930 0.730 -2.856
H 1.872 -0.730 -2.717
H 3.393 -0.792 -3.613
H -0.415 4.904 -1.044
H -0.009 4.970 1.696
H -2.922 4.265 1.188
H -2.014 5.533 0.370
H -2.335 5.664 2.083
H -1.711 2.824 3.037
H -1.305 4.396 3.714
H -0.029 3.233 3.442
H 0.823 3.590 -3.387
H -0.486 0.834 -3.441
H 1.154 1.343 -3.995
H -0.277 1.742 -4.922
H -2.197 3.137 -3.475
H -1.206 3.895 -4.720
H -1.395 4.673 -3.165
C 1.675 -3.405 -1.481
N 1.682 -4.828 -1.288
C 0.941 -5.503 -2.345
N -0.423 -5.006 -2.284
C -0.464 -3.588 -2.503
N 0.286 -2.839 -1.444
C -0.296 -3.271 -0.129
N -0.255 -4.694 0.045
C 1.120 -5.173 0.007
C -1.021 -5.353 -1.005
H 2.122 -3.183 -2.453
H 2.265 -2.943 -0.684
H 0.960 -6.581 -2.187
H 1.380 -5.276 -3.319
H -1.507 -3.275 -2.490
H -0.028 -3.360 -3.480
H -1.338 -2.940 -0.082
H 0.274 -2.792 0.675
H 1.140 -6.253 0.150
H 1.697 -4.694 0.801
H -2.058 -5.012 -0.975
H -0.997 -6.433 -0.861
*
```

Frontier orbital gap (spin up / spin down) ... 3.9 / 4.6 eV


No. 2
The following is a quantum chemistry calculation of 4 unconnected molecules or ions with the total composition C33H58F10N9O6P2, from the Open Molecules 2025 dataset.

ORCA input file:
```
! RIJCOSX wB97M-V def2-TZVPD def2/J DEFGRID3
* xyz 1 1
C 1.308 5.074 3.495
C 0.232 4.004 4.200
C 0.198 4.081 5.871
N -0.589 3.158 3.469
N -0.047 1.882 3.377
C 0.523 1.409 2.222
N 0.463 2.397 1.041
C -0.507 1.966 -0.014
O -1.316 3.109 -0.554
C -2.734 2.964 -0.197
F -3.404 1.782 -0.854
F -3.431 4.165 -0.795
F -3.015 3.046 1.268
C 1.828 2.784 0.546
P 1.941 3.325 -1.278
N 1.911 2.154 -2.379
C 3.000 1.708 1.032
C 4.433 1.864 0.261
F 4.782 3.334 0.324
F 4.499 1.306 -1.105
C 5.686 1.128 1.093
C 5.658 0.757 2.687
C 7.017 0.036 3.341
C 8.386 -0.290 2.492
C 8.400 0.132 0.880
C 9.776 -0.144 0.028
F 10.192 1.198 -0.527
F 10.874 -0.519 0.983
F 9.630 -1.077 -1.113
C 7.044 0.817 0.182
C 2.447 0.156 1.173
N 2.419 -0.632 -0.111
C 3.556 -1.624 -0.231
O 3.808 -2.625 0.658
F 4.489 -1.615 -1.420
C 1.158 -1.469 -0.265
O 0.256 -1.252 -1.263
F 0.817 -2.645 0.620
N 1.114 0.067 1.947
P 1.440 -0.954 3.346
C 2.310 -0.048 4.784
C -0.133 -1.889 3.971
H 1.567 5.976 4.229
H 2.340 4.541 3.250
H 0.808 5.518 2.535
H -0.163 5.196 6.102
H 1.281 4.007 6.343
H -0.581 3.348 6.346
H -0.089 1.275 4.219
H -0.083 1.305 -0.879
H -1.316 1.279 0.536
H 2.096 3.781 1.153
H 3.147 4.093 -1.491
H 0.827 4.244 -1.505
H 1.861 1.260 -1.848
H 3.233 2.026 2.162
H 4.716 0.961 3.354
H 7.004 -0.260 4.482
H 9.339 -0.778 3.018
H 7.088 1.095 -0.976
H 3.249 -0.387 1.873
H 2.772 0.955 4.398
H 3.101 -0.743 5.347
H 1.514 0.235 5.627
H -1.117 -1.523 3.412
H -0.021 -3.039 3.687
H -0.250 -1.845 5.152
C -8.252 4.287 3.693
C -6.958 3.979 2.944
C -5.789 3.578 3.875
O -5.177 4.678 4.554
C -5.846 5.081 5.739
N -6.606 5.132 2.103
H -8.226 5.255 4.201
H -9.098 4.317 2.995
H -8.466 3.515 4.439
H -7.161 3.124 2.287
H -4.999 3.142 3.252
H -6.088 2.798 4.585
H -6.293 4.235 6.271
H -6.607 5.828 5.503
H -5.114 5.555 6.399
H -5.790 4.888 1.540
H -6.259 5.867 2.725
C 2.340 -3.755 -5.408
C 1.161 -3.538 -4.463
C -0.193 -3.381 -5.193
O -0.391 -2.097 -5.792
C 0.200 -1.950 -7.073
N 1.445 -2.382 -3.600
H 2.639 -2.839 -5.925
H 3.216 -4.106 -4.850
H 2.102 -4.512 -6.163
H 1.089 -4.430 -3.828
H -0.991 -3.483 -4.447
H -0.353 -4.182 -5.925
H 0.173 -2.879 -7.651
H 1.227 -1.593 -6.973
H -0.361 -1.187 -7.621
H 0.696 -2.295 -2.913
H 1.345 -1.542 -4.176
C -5.805 -6.743 -4.954
C -4.478 -7.255 -4.401
C -3.347 -6.201 -4.440
O -2.773 -6.004 -5.735
C -3.495 -5.109 -6.567
N -4.099 -8.478 -5.124
H -5.808 -6.670 -6.045
H -6.620 -7.422 -4.678
H -6.045 -5.756 -4.545
H -4.646 -7.516 -3.349
H -2.527 -6.564 -3.808
H -3.670 -5.246 -4.007
H -3.957 -4.296 -5.998
H -4.250 -5.654 -7.135
H -2.795 -4.673 -7.285
H -3.258 -8.864 -4.693
H -3.785 -8.196 -6.056
*
```

Frontier orbital gap ... 5.1 eV
Energy above the lowest of the compared OMol25 structures with the same formula, charge and spin ... 449.7 kcal/mol


No. 3
The following is a quantum chemistry calculation of a molecular structure, C33H59BClMgN4O4P2Si, from the Open Molecules 2025 dataset.

ORCA input file:
```
! RIJCOSX wB97M-V def2-TZVPD def2/J DEFGRID3
* xyz -1 1
Mg -1.070 -0.527 0.150
C -1.027 1.619 -3.773
C 0.304 0.872 -3.638
C 1.033 0.858 -4.984
C 1.175 1.658 -2.647
P -0.078 -0.813 -2.873
C 1.608 -1.442 -2.393
N 2.031 -0.970 -1.097
B 1.173 -0.614 0.021
N 2.139 -0.248 1.048
C 1.871 0.170 2.399
P 0.181 -0.360 2.966
C 0.530 -2.060 3.701
C -0.818 -2.737 3.973
C 1.383 -2.089 4.969
C 1.252 -2.880 2.620
C -0.090 0.885 4.357
C -0.508 2.171 3.635
C -1.265 0.437 5.227
C 1.108 1.216 5.255
C 3.432 -0.374 0.572
C 4.653 -0.120 1.170
C 5.817 -0.351 0.432
C 5.750 -0.817 -0.871
C 4.520 -1.068 -1.484
C 3.362 -0.838 -0.762
C -0.430 -1.990 -4.303
C -1.586 -1.446 -5.145
C -0.914 -3.289 -3.642
C 0.752 -2.323 -5.217
H -0.841 2.623 -4.167
H -1.510 1.723 -2.798
H -1.722 1.121 -4.448
H 1.301 1.886 -5.249
H 0.421 0.462 -5.793
H 1.960 0.283 -4.939
H 1.270 2.688 -3.012
H 2.178 1.244 -2.556
H 0.723 1.682 -1.654
H 2.337 -1.155 -3.159
H 1.549 -2.536 -2.396
H 1.938 1.260 2.497
H 2.627 -0.249 3.075
H -1.408 -2.206 4.720
H -0.642 -3.751 4.343
H -1.405 -2.819 3.059
H 0.852 -1.683 5.831
H 2.320 -1.542 4.851
H 1.637 -3.128 5.202
H 0.755 -2.826 1.651
H 1.263 -3.930 2.928
H 2.285 -2.554 2.484
H -1.281 1.988 2.887
H 0.339 2.631 3.124
H -0.887 2.894 4.364
H -2.146 0.212 4.621
H -1.529 1.245 5.916
H -1.026 -0.442 5.824
H 2.009 1.434 4.682
H 1.336 0.417 5.955
H 0.875 2.112 5.842
H 4.709 0.254 2.185
H 6.781 -0.158 0.885
H 6.665 -0.993 -1.425
H 4.480 -1.444 -2.499
H -2.439 -1.176 -4.518
H -1.917 -2.225 -5.838
H -1.305 -0.575 -5.736
H -1.781 -3.119 -3.006
H -0.146 -3.749 -3.017
H -1.194 -4.003 -4.423
H 1.069 -1.472 -5.821
H 0.455 -3.123 -5.903
H 1.615 -2.686 -4.658
C -4.588 -1.523 -0.119
C -4.286 -0.054 -0.139
C -5.298 0.870 -0.309
C -4.956 2.230 -0.338
C -3.655 2.623 -0.199
C -2.635 1.636 -0.019
N -3.007 0.322 0.008
N -1.330 1.824 0.119
Si -0.551 3.355 0.159
C -0.678 4.308 -1.467
C -1.270 4.533 1.467
C 1.276 3.077 0.519
H -5.657 -1.689 -0.248
H -4.265 -1.975 0.818
H -4.050 -2.047 -0.909
H -6.321 0.542 -0.423
H -5.729 2.978 -0.477
H -3.386 3.670 -0.230
H -1.717 4.510 -1.737
H -0.219 3.773 -2.296
H -0.169 5.272 -1.365
H -2.306 4.291 1.710
H -1.246 5.563 1.100
H -0.700 4.501 2.396
H 1.511 2.010 0.474
H 1.551 3.447 1.509
H 1.913 3.586 -0.208
O -0.170 -3.766 -0.606
Cl -1.408 -3.784 0.116
O -2.479 -4.260 -0.706
O -1.295 -4.566 1.306
O -1.740 -2.400 0.519
*
```

Frontier orbital gap ... 6.7 eV
Energy above the lowest of the compared OMol25 structures with the same formula, charge and spin ... 4.5 kcal/mol


No. 4
The following is a quantum chemistry calculation of a molecular structure, C33H59BiCl4I2N4O6P3, from the Open Molecules 2025 dataset.

ORCA input file:
```
! RIJCOSX wB97M-V def2-TZVPD def2/J DEFGRID3
* xyz 1 1
Bi 0.871 -0.300 -1.914
C -3.283 -1.106 0.759
N -3.041 -2.306 -0.033
C -3.837 -3.468 0.343
P -1.970 -2.270 -1.270
O -0.857 -1.340 -0.857
O -2.734 -1.703 -2.551
P -2.574 -0.460 -3.594
O -1.174 -0.074 -3.856
N -3.342 -1.116 -4.886
C -4.565 -1.907 -4.809
C -3.156 -0.437 -6.168
N -3.399 0.794 -2.914
C -4.783 0.630 -2.485
C -2.674 1.845 -2.205
N -1.642 -3.817 -1.646
C -0.713 -4.514 -0.751
C -1.710 -4.353 -3.004
H -3.056 -1.292 1.813
H -4.331 -0.803 0.679
H -2.647 -0.297 0.406
H -3.600 -3.772 1.365
H -3.620 -4.291 -0.331
H -4.903 -3.235 0.285
H -4.639 -2.403 -3.844
H -4.535 -2.674 -5.585
H -5.457 -1.295 -4.974
H -2.204 0.091 -6.163
H -3.960 0.276 -6.373
H -3.135 -1.181 -6.965
H -5.217 -0.263 -2.929
H -5.369 1.495 -2.799
H -4.851 0.542 -1.397
H -1.707 2.007 -2.673
H -2.521 1.602 -1.146
H -3.249 2.771 -2.270
H -0.622 -3.970 0.191
H 0.280 -4.597 -1.197
H -1.092 -5.517 -0.544
H -2.447 -3.806 -3.587
H -2.011 -5.400 -2.946
H -0.747 -4.287 -3.506
Cl 4.144 -6.322 -2.856
C 3.565 -4.854 -2.179
C 4.094 -4.385 -0.978
Cl 5.342 -5.255 -0.183
C 3.626 -3.184 -0.444
Cl 4.288 -2.547 1.008
C 2.631 -2.464 -1.092
O 2.205 -1.279 -0.627
C 2.074 -2.943 -2.292
O 1.124 -2.211 -2.879
C 2.568 -4.128 -2.835
Cl 1.979 -4.653 -4.366
I 1.814 3.116 -3.653
C 2.321 1.307 -4.645
I 3.543 0.017 -3.433
H 2.887 1.562 -5.531
H 1.410 0.769 -4.888
O 0.712 1.160 -0.004
P 1.024 1.533 1.445
C 2.292 2.863 1.326
C 3.490 2.386 0.479
C 4.621 1.765 1.300
C 5.093 2.681 2.453
C 4.201 3.911 2.624
C 2.719 3.539 2.645
C 1.700 0.035 2.284
C 2.513 0.125 3.582
C 1.671 0.122 4.854
C 0.713 -1.068 4.871
C -0.176 -1.081 3.628
C 0.671 -1.100 2.354
C -0.632 2.123 2.043
C -0.921 2.466 3.510
C -0.602 3.905 3.908
C -1.292 4.890 2.970
C -0.840 4.637 1.535
C -1.172 3.211 1.094
H 1.751 3.588 0.707
H 3.880 3.243 -0.073
H 3.143 1.663 -0.263
H 5.453 1.554 0.627
H 4.294 0.803 1.693
H 6.117 3.013 2.279
H 5.104 2.116 3.389
H 4.381 4.616 1.808
H 4.458 4.423 3.552
H 2.137 4.448 2.797
H 2.526 2.892 3.505
H 2.399 -0.228 1.484
H 3.177 0.987 3.564
H 3.151 -0.765 3.598
H 1.116 1.058 4.935
H 2.330 0.070 5.723
H 0.105 -1.044 5.777
H 1.303 -1.990 4.889
H -0.836 -0.209 3.633
H -0.811 -1.972 3.641
H 0.039 -1.079 1.469
H 1.234 -2.040 2.326
H -1.181 1.199 1.815
H -0.404 1.781 4.177
H -1.993 2.305 3.663
H 0.477 4.071 3.883
H -0.931 4.066 4.936
H -1.066 5.916 3.264
H -2.377 4.760 3.040
H 0.236 4.819 1.465
H -1.329 5.339 0.857
H -0.797 3.034 0.084
H -2.262 3.113 1.059
*
```

Frontier orbital gap ... 7.2 eV
Energy above the lowest of the compared OMol25 structures with the same formula, charge and spin ... 6.8 kcal/mol


Question: What is the formula in the third record?
Answer: C33H59BClMgN4O4P2Si